ORCA calculation (the ωB97M-V functional and the def2-TZVPD basis) on 10 unconnected molecules or ions with the total composition C18H56N8O10.

Computed properties:
LUMO level: 0.10 eV
E: -1909.647456 hartree
highest occupied orbital energy: -8.990 eV
max |F|: 10.9 eV/A
SMILES: NC(N)=O.NC(N)=O.NC(N)=O.NC(N)=O.CC(C)O.CC(C)O.CC(C)O.CC(C)O.CO.CO
energy relative to the best compared isomer or geometry (same formula, charge and spin): 8.134 eV

Geometry as ORCA input:
```
! RIJCOSX wB97M-V def2-TZVPD def2/J DEFGRID3
* xyz 0 1
N -17.55 4.57 -4.58
C -17.89 4.08 -3.42
N -17.99 2.81 -3.53
O -17.92 4.77 -2.22
H -17.26 5.55 -4.45
H -17.65 4.28 -5.53
H -18.10 2.30 -2.64
H -18.07 2.25 -4.41
N -20.33 9.53 -8.98
C -19.08 9.23 -9.26
N -19.01 8.29 -10.12
O -18.00 9.88 -8.76
H -20.40 10.36 -8.40
H -21.23 9.00 -9.22
H -18.08 7.88 -10.23
H -19.84 7.97 -10.68
N -21.65 4.99 -6.55
C -21.08 3.87 -6.28
N -21.85 2.98 -5.71
O -19.77 3.67 -6.54
H -20.97 5.56 -7.09
H -22.65 5.19 -6.52
H -21.52 2.01 -5.59
H -22.80 3.13 -5.38
N -16.00 4.84 -6.77
C -16.14 4.11 -7.86
N -16.18 2.90 -7.42
O -16.30 4.53 -9.15
H -15.91 5.84 -6.90
H -15.81 4.46 -5.87
H -16.30 2.21 -8.18
H -15.68 2.64 -6.52
C -19.91 7.04 -4.14
C -21.14 7.84 -4.46
C -20.74 8.95 -5.34
O -22.02 7.14 -4.99
H -20.10 6.37 -3.30
H -19.08 7.57 -3.76
H -19.60 6.46 -5.01
H -21.55 8.24 -3.49
H -20.91 8.72 -6.40
H -19.68 9.21 -5.24
H -21.34 9.81 -5.16
H -21.72 6.33 -5.40
C -15.81 7.83 -6.71
C -15.82 9.25 -6.17
C -14.64 9.93 -6.80
O -16.89 9.87 -6.18
H -14.86 7.29 -6.67
H -16.07 7.82 -7.79
H -16.55 7.28 -6.17
H -15.79 9.17 -5.10
H -14.70 10.07 -7.85
H -13.72 9.42 -6.58
H -14.50 10.84 -6.20
H -17.22 9.99 -7.05
C -21.10 3.89 -9.72
C -19.67 3.74 -10.12
C -18.95 4.94 -10.58
O -18.97 3.20 -9.25
H -21.74 3.96 -10.62
H -21.33 4.81 -9.27
H -21.57 3.17 -9.07
H -19.59 3.00 -10.98
H -19.71 5.55 -11.10
H -18.17 4.74 -11.23
H -18.54 5.50 -9.73
H -18.88 3.75 -8.51
C -15.36 9.01 -10.64
C -15.56 7.52 -10.66
C -14.48 6.78 -9.92
O -16.63 7.01 -10.31
H -14.38 9.27 -10.92
H -15.63 9.36 -9.61
H -16.09 9.44 -11.32
H -15.57 7.21 -11.73
H -14.80 6.68 -8.90
H -13.56 7.33 -10.03
H -14.40 5.73 -10.32
H -16.52 6.05 -10.09
C -23.76 7.39 -9.75
O -22.77 8.26 -9.23
H -24.02 7.72 -10.79
H -24.63 7.45 -9.07
H -23.50 6.38 -9.72
H -22.97 8.44 -8.29
C -18.78 6.74 -7.33
O -20.14 6.73 -7.82
H -18.62 7.63 -6.66
H -18.09 6.98 -8.17
H -18.35 5.83 -6.93
H -20.10 7.46 -8.45
*
```

ORCA calculation (the ωB97M-V functional and the def2-TZVPD basis) on 9 unconnected molecules or ions with the total composition C18H57N15O9.

Computed properties:
LUMO level: -0.37 eV
E: -2218.483231 hartree
highest occupied orbital energy: -8.651 eV
max |F|: 9.9 eV/A
SMILES: COC[C@H](C)N.COC[C@H](C)N.COC[C@H](C)N.NC(N)=O.NC(N)=O.NC(N)=O.NC(N)=O.NC(N)=O.NC(N)=O
energy relative to the best compared isomer or geometry (same formula, charge and spin): 7.242 eV

Geometry as ORCA input:
```
! RIJCOSX wB97M-V def2-TZVPD def2/J DEFGRID3
* xyz 0 1
C 2.07 -2.17 8.48
O 1.03 -1.72 7.67
C 1.26 -1.90 6.24
C 0.01 -1.32 5.52
C -1.35 -1.78 6.06
N 0.15 -1.60 4.08
H 3.05 -1.82 8.15
H 2.00 -3.20 8.84
H 1.99 -1.71 9.46
H 2.16 -1.38 5.92
H 1.46 -2.95 6.00
H -0.20 -0.29 5.82
H -1.33 -2.87 5.96
H -2.13 -1.41 5.39
H -1.52 -1.50 7.10
H 0.97 -1.09 3.78
H -0.66 -1.19 3.65
C -4.54 -3.81 -6.23
O -3.12 -4.25 -5.96
C -2.31 -3.10 -5.93
C -2.49 -2.34 -4.62
C -1.65 -1.11 -4.60
N -2.05 -3.13 -3.47
H -5.06 -4.73 -6.48
H -4.63 -3.19 -7.11
H -5.02 -3.33 -5.38
H -1.31 -3.54 -6.01
H -2.50 -2.50 -6.82
H -3.53 -2.03 -4.59
H -1.58 -0.67 -3.60
H -1.96 -0.28 -5.23
H -0.63 -1.11 -4.97
H -2.68 -3.88 -3.73
H -2.56 -2.73 -2.69
C 3.94 -4.88 2.27
O 4.18 -3.60 1.79
C 4.15 -2.47 2.64
C 3.76 -1.05 1.95
C 3.85 0.15 2.87
N 2.38 -0.86 1.42
H 3.06 -4.77 2.91
H 4.64 -5.39 2.93
H 3.64 -5.65 1.57
H 3.35 -2.59 3.38
H 5.04 -2.34 3.26
H 4.51 -0.82 1.20
H 3.19 -0.02 3.72
H 3.65 1.15 2.51
H 4.87 0.12 3.26
H 2.19 -1.69 0.88
H 2.30 -0.07 0.79
N -3.27 3.84 -4.15
C -2.12 3.66 -3.72
N -1.77 2.55 -4.17
O -1.50 4.32 -2.90
H -3.70 4.66 -3.74
H -3.77 3.22 -4.76
H -2.41 1.90 -4.59
H -0.80 2.28 -4.09
N 2.44 4.87 1.44
C 3.60 4.47 1.08
N 3.71 3.74 -0.02
O 4.51 5.04 1.59
H 1.64 4.42 1.02
H 2.45 5.72 1.99
H 2.88 3.40 -0.48
H 4.64 3.54 -0.38
N -3.08 5.40 -0.75
C -2.18 5.98 -0.04
N -0.94 5.68 -0.24
O -2.46 6.91 0.66
H -2.77 4.68 -1.39
H -3.98 5.83 -0.95
H -0.84 4.92 -0.90
H -0.38 5.74 0.60
N -3.84 -1.93 -0.33
C -2.73 -1.41 -0.65
N -1.79 -2.20 -0.24
O -2.47 -0.40 -1.26
H -3.88 -2.88 0.02
H -4.67 -1.43 -0.61
H -2.10 -2.92 0.39
H -0.79 -2.08 -0.25
N 1.23 0.19 -2.54
C 1.85 0.61 -3.65
N 1.53 1.88 -3.94
O 2.61 -0.07 -4.29
H 1.32 -0.76 -2.20
H 0.52 0.88 -2.33
H 1.20 2.51 -3.22
H 2.05 2.29 -4.70
N -0.86 1.78 -1.09
C -0.26 1.93 0.08
N -0.38 0.73 0.66
O 0.34 2.92 0.47
H -0.87 2.48 -1.81
H -1.30 0.88 -1.23
H -0.80 0.02 0.07
H 0.13 0.63 1.52
*
```

ORCA calculation (the ωB97M-V functional and the def2-TZVPD basis) on 9 unconnected molecules or ions with the total composition C18H57N3O9.

Computed properties:
LUMO level (spin up / spin down): -2.42 / -7.98 eV
<S²>: 0.754
E: -1560.840509 hartree
highest occupied orbital energy (spin up / spin down): -11.532 / -11.532 eV
max |F|: 4.0 eV/A
energy relative to the best compared isomer or geometry (same formula, charge and spin): 1.880 eV

Geometry as ORCA input:
```
! RIJCOSX wB97M-V def2-TZVPD def2/J DEFGRID3
* xyz 1 2
C 17.20 14.68 -19.11
C 17.53 14.69 -17.60
C 16.61 13.81 -16.77
O 16.90 13.84 -15.37
C 16.21 12.82 -14.61
N 18.92 14.33 -17.50
H 16.16 14.89 -19.38
H 17.51 13.75 -19.60
H 17.80 15.44 -19.60
H 17.58 15.70 -17.20
H 16.78 12.83 -17.22
H 15.54 13.95 -16.94
H 16.46 12.72 -13.55
H 16.31 11.81 -14.99
H 15.16 13.11 -14.68
H 18.96 13.40 -17.89
H 19.10 14.28 -16.50
C 13.87 16.64 -18.05
C 12.92 17.45 -18.91
C 13.05 19.01 -18.75
O 12.05 19.71 -19.54
C 10.73 19.94 -19.05
N 13.08 17.04 -20.36
H 13.92 15.64 -18.47
H 13.48 16.65 -17.04
H 14.83 17.16 -18.15
H 11.96 17.14 -18.49
H 13.93 19.52 -19.12
H 12.97 19.33 -17.71
H 9.99 20.38 -19.71
H 10.66 20.61 -18.19
H 10.36 18.95 -18.79
H 12.58 17.76 -20.87
H 14.06 17.20 -20.54
C 13.65 10.89 -18.35
C 12.33 10.33 -18.87
C 10.99 10.91 -18.34
O 9.98 10.01 -18.63
C 8.80 10.28 -17.94
N 12.39 10.48 -20.33
H 13.92 11.86 -18.76
H 14.43 10.16 -18.56
H 13.28 11.10 -17.34
H 12.48 9.27 -18.66
H 10.83 11.92 -18.72
H 11.07 11.17 -17.29
H 8.90 10.31 -16.85
H 7.92 9.68 -18.18
H 8.45 11.28 -18.18
H 13.33 10.21 -20.59
H 12.61 11.46 -20.42
C 10.89 14.10 -24.88
O 12.05 13.80 -25.60
H 10.33 13.17 -25.02
H 11.18 14.32 -23.85
H 10.41 14.95 -25.37
H 11.78 13.33 -26.39
C 15.41 17.90 -22.83
O 15.19 18.84 -21.87
H 15.33 16.93 -22.34
H 14.65 17.95 -23.62
H 16.44 17.96 -23.17
H 15.20 19.70 -22.29
C 15.44 13.45 -24.90
O 16.83 13.73 -24.91
H 15.22 13.30 -25.95
H 15.16 12.58 -24.30
H 14.94 14.37 -24.58
H 17.23 12.95 -25.30
C 10.55 17.49 -22.42
O 10.07 16.18 -22.10
H 9.90 18.29 -22.79
H 10.76 17.92 -21.44
H 11.43 17.48 -23.05
H 10.72 15.78 -21.52
C 16.09 10.91 -21.12
O 14.99 10.11 -21.29
H 16.44 10.68 -20.11
H 16.86 10.80 -21.88
H 15.60 11.89 -21.15
H 14.69 10.08 -22.20
C 13.72 14.35 -21.89
O 12.73 14.42 -20.79
H 14.74 14.55 -21.57
H 13.78 13.34 -22.30
H 13.50 15.06 -22.69
H 12.71 15.32 -20.46
*
```

ORCA calculation (the ωB97M-V functional and the def2-TZVPD basis) on a molecular structure, C18H58CdN4O11.

Computed properties:
LUMO level: -2.53 eV
E: -1934.602253 hartree
highest occupied orbital energy: -7.880 eV
max |F|: 4.2 eV/A
energy relative to the best compared isomer or geometry (same formula, charge and spin): 0.000 eV

Geometry as ORCA input:
```
! RIJCOSX wB97M-V def2-TZVPD def2/J DEFGRID3
* xyz 0 1
Cd 1.32 4.12 -2.94
O 0.87 1.36 -2.79
C -0.20 0.90 -1.96
C -1.44 1.74 -1.79
O -1.14 3.17 -1.62
H 0.30 0.81 -1.00
H -0.41 -0.12 -2.28
H -2.05 1.49 -0.93
H -2.00 1.59 -2.72
C 6.28 4.71 -3.53
C 5.01 4.34 -2.83
C 4.77 4.70 -1.46
O 3.47 4.39 -1.13
C 2.98 4.75 0.21
N 3.94 4.78 -3.69
H 6.29 4.27 -4.53
H 7.10 4.31 -2.95
H 6.34 5.79 -3.65
H 5.00 3.26 -2.98
H 5.08 5.70 -1.16
H 5.50 4.20 -0.83
H 3.86 4.93 0.82
H 2.19 4.19 0.73
H 2.57 5.76 0.15
H 4.01 5.78 -3.86
H 4.04 4.51 -4.66
C -1.92 -3.53 7.32
C -2.47 -2.22 6.62
C -1.42 -1.53 5.69
O -2.04 -0.30 5.22
C -1.18 0.38 4.25
N -3.62 -2.60 5.84
H -2.43 -3.93 8.20
H -0.87 -3.50 7.60
H -2.04 -4.40 6.67
H -2.72 -1.52 7.41
H -1.07 -2.24 4.95
H -0.54 -1.27 6.27
H -0.37 0.82 4.83
H -1.61 1.18 3.64
H -0.80 -0.29 3.48
H -4.44 -2.70 6.43
H -3.85 -1.71 5.43
C 3.85 -2.34 2.90
C 3.81 -2.55 1.37
C 2.46 -3.10 0.92
O 2.35 -4.42 1.40
C 0.97 -4.79 1.58
N 4.13 -1.32 0.73
H 3.54 -3.31 3.27
H 3.01 -1.72 3.23
H 4.86 -2.19 3.27
H 4.67 -3.19 1.17
H 2.43 -3.17 -0.17
H 1.61 -2.53 1.29
H 0.79 -5.81 1.93
H 0.21 -4.77 0.80
H 0.65 -4.12 2.38
H 4.03 -1.50 -0.26
H 3.41 -0.63 0.93
C -5.28 -1.63 0.89
C -5.28 -2.88 0.03
C -4.46 -2.72 -1.30
O -4.20 -4.04 -1.72
C -3.17 -4.32 -2.62
N -4.63 -3.97 0.84
H -5.92 -1.71 1.76
H -5.69 -0.73 0.44
H -4.31 -1.38 1.31
H -6.33 -3.11 -0.10
H -3.57 -2.10 -1.23
H -5.14 -2.25 -2.01
H -3.51 -4.27 -3.66
H -2.74 -5.32 -2.55
H -2.34 -3.63 -2.48
H -4.09 -4.46 0.14
H -3.91 -3.62 1.46
O 4.75 -0.91 -4.07
H 4.85 -0.50 -4.93
H 3.91 -0.58 -3.75
O -2.70 6.56 0.22
H -2.37 5.68 0.03
H -2.00 6.97 0.73
O 0.89 -0.04 -6.78
H 0.98 0.10 -5.84
H 0.19 -0.69 -6.86
O -4.39 5.54 -3.22
H -3.80 4.86 -2.88
H -5.02 5.06 -3.76
O -2.44 2.16 -7.20
H -3.37 1.92 -7.19
H -1.99 1.37 -6.91
*
```